(1)
ORCA calculation (the ωB97M-V functional and the def2-TZVPD basis) on C26H16Cl3F5GeN8OSTi as an isolated structure.

XYZ file:
```
62
Properties=species:S:1:pos:R:3:forces:R:3
Ti 2.69742 0.16611 -0.15020 0.12 -0.05 0.02
C -1.46164 -2.91173 -2.25810 -0.07 0.01 -0.01
N -0.37548 -2.44843 -1.38644 0.07 0.03 0.01
C 0.41278 -1.40788 -1.53967 0.04 0.01 0.03
N 1.21766 -1.29912 -0.46606 -0.07 -0.02 0.01
C 0.83402 -2.36864 0.31768 0.02 0.02 0.05
N -0.11832 -3.07009 -0.21260 -0.04 -0.07 -0.07
C -2.80192 -2.77783 -1.57553 0.03 0.05 0.02
C -3.80535 -3.69982 -1.83713 0.00 0.00 0.00
C -5.04401 -3.57042 -1.22249 -0.01 -0.03 -0.01
C -5.27955 -2.54345 -0.32550 0.01 0.03 0.01
C -4.26871 -1.62478 -0.05598 0.03 -0.01 -0.01
C -3.03967 -1.73477 -0.69411 -0.02 -0.02 0.01
C -4.47213 -0.58117 0.94497 0.00 -0.06 -0.01
N -5.44547 -0.43870 1.77105 0.01 0.07 0.03
N -5.13275 0.65928 2.56166 -0.04 -0.06 -0.02
C -3.99578 1.08962 2.15160 0.05 0.00 -0.03
O -3.50118 0.35628 1.11801 -0.02 0.03 0.01
C -3.19992 2.20134 2.66486 0.00 0.01 0.03
C -3.47658 2.71775 3.92837 0.01 0.00 -0.01
C -2.70438 3.75199 4.42805 0.00 0.00 0.01
C -1.65844 4.27204 3.67769 -0.01 -0.02 -0.01
C -1.39766 3.77372 2.40692 0.04 0.02 0.03
C -0.33239 4.43617 1.57103 -0.05 0.03 0.02
N 0.39445 3.48322 0.71335 0.06 -0.01 -0.06
C 0.92115 2.32443 1.02862 0.00 -0.03 0.04
N 1.53938 1.82163 -0.06213 -0.05 -0.09 0.01
C 1.31670 2.78129 -1.03296 0.10 0.04 -0.02
N 0.63343 3.78495 -0.58834 -0.04 0.02 0.03
C -2.17063 2.73848 1.90055 -0.02 -0.03 -0.03
H -1.25458 -3.94857 -2.51667 0.02 0.00 0.01
H -1.40115 -2.30924 -3.16596 0.00 -0.02 0.00
H 0.40551 -0.76110 -2.40116 -0.01 0.00 0.00
H 1.27685 -2.61471 1.26686 0.01 0.02 -0.01
H -3.62325 -4.52532 -2.51430 -0.01 0.00 0.00
H -5.82379 -4.28948 -1.43149 0.00 0.00 0.00
H -6.23096 -2.45068 0.18010 0.00 0.00 0.00
H -2.26583 -1.01247 -0.46345 0.00 0.00 0.00
H -4.28808 2.29638 4.50595 0.00 0.00 0.00
H -2.91099 4.15173 5.41111 0.00 0.00 0.00
H -1.05707 5.07871 4.07923 0.00 0.00 0.00
H 0.40024 4.94323 2.19825 0.00 0.01 -0.02
H -0.74740 5.16567 0.87706 -0.01 -0.01 -0.01
H 0.85528 1.86236 2.00035 0.02 0.00 -0.01
H 1.68172 2.71551 -2.04453 -0.01 0.00 -0.01
H -2.00228 2.35344 0.90112 0.00 0.00 0.00
F 7.40751 -3.56905 -3.12392 0.00 0.01 0.01
C 6.45186 -2.68581 -2.96111 0.01 0.03 -0.06
C 6.13636 -1.80468 -3.99070 0.01 -0.02 0.02
F 6.80327 -1.86017 -5.12284 -0.01 0.00 0.01
C 5.12524 -0.86859 -3.82312 -0.02 0.01 0.02
F 4.83739 -0.03227 -4.80370 0.01 0.00 0.00
C 4.41650 -0.80531 -2.62766 0.02 -0.03 0.01
S 3.15443 0.37970 -2.35470 -0.01 0.02 -0.03
C 4.75520 -1.70606 -1.63582 0.04 -0.01 0.05
F 4.04067 -1.64713 -0.46040 -0.04 0.09 0.02
C 5.75626 -2.63781 -1.75564 -0.04 -0.03 -0.02
F 6.04323 -3.46266 -0.76635 0.00 -0.01 -0.02
Cl 2.66196 -0.51472 2.10433 -0.06 0.01 -0.01
Ge 4.75134 0.85331 2.92723 0.04 -0.05 -0.03
Cl 3.59907 2.63289 3.31448 -0.06 0.05 0.00
Cl 4.76051 1.19146 0.42029 -0.03 0.00 -0.03
```
Positions in Å, forces in eV/Å.

## Properties
Multiplicity: 1
Total charge: +2
LUMO level in hartree: -0.3144
HOMO energy in eV: -13.11
HOMO-LUMO gap in eV: 4.6

=====

(2)
ORCA calculation (the ωB97M-V functional and the def2-TZVPD basis) on a 16-piece molecular cluster, C26H16Cl61NO6P overall in a non-equilibrium geometry.

XYZ file:
```
111
Properties=species:S:1:pos:R:3:forces:R:3
C 6.34967 1.65856 -0.60406 -0.11 0.54 -0.40
C 5.58018 1.36583 -1.96002 1.10 1.36 0.21
O 4.32568 0.66474 -1.81594 0.84 -0.07 0.85
C 4.24939 -0.11490 -0.62754 -1.56 -1.02 -0.54
C 2.95001 -1.04265 -0.79697 0.71 -0.07 1.56
O 2.00496 -0.51829 -1.78355 -0.06 -0.93 0.41
N 1.03121 0.15151 -1.11644 -1.69 2.39 1.16
C 1.27451 1.48458 -0.87629 -1.38 1.73 1.14
C 0.32345 2.33271 -0.16008 0.16 -3.88 -0.13
C -0.93027 1.70936 0.30111 2.81 -0.61 0.21
P -2.16454 2.76487 1.26266 -1.48 -0.64 1.09
O -2.30882 1.97799 2.75562 1.05 1.17 -1.47
Cl -1.27433 4.62047 1.71026 0.11 -1.30 -0.31
C -1.17010 0.27684 0.02509 1.85 2.15 -0.47
O -2.31873 -0.35896 0.44409 1.26 0.91 -0.84
C -0.13384 -0.46118 -0.71034 -1.77 -0.60 0.42
C -0.37096 -1.98139 -1.01301 1.01 0.94 -0.11
C -0.28694 -2.30065 -2.57251 -0.30 -0.04 0.23
O 0.24418 -3.27596 -3.00538 -0.17 1.02 0.31
O -0.91540 -1.35696 -3.39170 0.07 -1.08 1.41
H 5.68286 2.15012 0.16135 0.55 -0.60 -0.79
H 7.13737 2.43248 -0.83477 -0.65 -0.96 0.18
H 6.84025 0.76069 -0.15000 -0.43 0.77 -0.45
H 6.29360 0.88663 -2.70794 -1.15 0.12 1.02
H 5.32450 2.37600 -2.39648 0.11 -1.10 0.36
H 5.11561 -0.81602 -0.52606 -0.56 0.75 0.18
H 4.05370 0.49274 0.30094 0.68 -0.39 -0.89
H 3.19676 -2.11041 -1.00994 -0.28 1.01 -0.46
H 2.40952 -1.03650 0.19430 0.59 -0.19 -0.95
H 2.21003 1.96418 -1.24122 -0.62 -1.11 0.12
H 0.59573 3.40042 0.00831 -0.31 -1.34 0.23
H -1.87255 2.48715 3.46846 -0.03 -0.39 -0.13
H -3.00381 0.33098 0.55330 0.14 -0.48 0.15
H 0.46160 -2.52140 -0.48389 -0.95 0.17 -0.73
H -1.35461 -2.31313 -0.58759 0.92 0.40 -0.42
H -1.71675 -1.10180 -2.89369 0.31 0.32 -0.46
C -2.03241 4.68962 -2.39840 -0.20 0.47 -0.53
Cl -3.42723 3.99579 -1.55889 0.17 0.06 -0.15
Cl -1.76778 6.34686 -1.83542 0.02 -0.27 -0.01
Cl -0.57936 3.70851 -2.05925 -0.87 0.88 -1.18
Cl -2.33884 4.69247 -4.14033 0.04 0.09 0.38
C -3.33221 2.44891 -7.27602 -0.07 -0.04 -0.17
Cl -1.89964 2.20330 -6.25803 -0.04 -0.13 -0.20
Cl -3.03979 1.76357 -8.88039 -0.13 0.01 0.21
Cl -4.72798 1.64709 -6.53329 0.15 0.09 -0.03
Cl -3.65814 4.18573 -7.42443 0.04 -0.15 0.04
C -0.48713 4.46746 -10.99721 0.00 0.02 -0.07
Cl -0.39779 3.96384 -9.29972 0.11 0.11 -0.11
Cl 0.72159 5.72515 -11.30538 -0.14 -0.20 0.02
Cl -0.17026 3.07273 -12.04411 -0.04 0.12 0.12
Cl -2.10458 5.10635 -11.33718 0.19 -0.13 0.04
C 1.02854 2.26566 4.99641 0.11 -0.19 0.27
Cl 2.43010 2.73912 5.96904 -0.30 -0.01 -0.21
Cl 1.46924 2.26688 3.27610 -0.03 0.06 -0.02
Cl 0.50620 0.64289 5.46564 -0.01 0.29 -0.27
Cl -0.29610 3.41705 5.26980 0.06 -0.07 -0.08
C 9.38113 -1.34852 -1.30602 0.21 -0.01 -0.02
Cl 8.87347 -0.18389 -2.54307 0.09 -0.13 0.09
Cl 10.48417 -2.53066 -2.02473 -0.19 0.15 0.10
Cl 10.20511 -0.49202 0.00734 -0.14 -0.09 -0.14
Cl 7.95342 -2.18624 -0.66226 0.07 0.06 -0.04
C 0.48884 -1.09337 9.11716 0.02 0.16 0.15
Cl -0.68834 -1.43026 7.82904 0.10 -0.05 0.14
Cl 1.46493 0.32009 8.67589 -0.42 -0.09 0.11
Cl -0.36881 -0.76787 10.62944 -0.03 0.04 -0.36
Cl 1.54748 -2.49986 9.32985 -0.14 0.11 -0.06
C 5.56796 0.65735 8.81713 0.09 -0.10 0.17
Cl 5.16950 1.21049 7.17597 0.07 -0.09 0.16
Cl 4.45258 -0.63370 9.29153 0.46 0.07 -0.03
Cl 7.23004 0.04435 8.84492 -0.18 0.09 -0.03
Cl 5.41833 2.01307 9.94807 -0.01 -0.14 -0.15
C -0.78414 -6.38099 -1.32657 -0.04 -0.20 -0.27
Cl -2.36832 -5.75355 -1.81734 0.23 -0.05 0.09
Cl -0.98181 -7.97692 -0.58603 0.02 0.23 -0.07
Cl 0.26090 -6.49771 -2.74325 -0.06 -0.10 0.06
Cl -0.04421 -5.27692 -0.15859 0.00 -0.03 0.21
C -5.57778 -4.55909 -4.16346 -0.14 -0.09 -0.12
Cl -5.41390 -5.17860 -2.50946 -0.16 0.11 -0.10
Cl -4.38226 -3.27454 -4.43384 -0.04 -0.09 0.02
Cl -5.29629 -5.87508 -5.31236 0.01 0.35 0.27
Cl -7.20883 -3.90636 -4.39247 0.20 -0.05 0.06
C -5.92745 2.63791 3.84598 -0.07 -0.05 0.08
Cl -5.73655 2.07570 5.51424 0.02 0.06 -0.22
Cl -4.77305 3.94816 3.52764 -0.13 0.02 0.02
Cl -5.61569 1.29117 2.72936 0.13 0.13 0.28
Cl -7.57539 3.23733 3.61033 0.26 -0.04 0.07
C 1.36906 -1.65168 14.53596 0.04 -0.04 0.07
Cl 2.86214 -1.91734 15.45234 -0.17 0.04 -0.10
Cl 1.57299 -2.25846 12.88282 0.09 -0.03 0.26
Cl 0.03294 -2.51195 15.31980 0.14 0.10 -0.10
Cl 1.00666 0.08318 14.48522 0.03 -0.17 -0.02
C -2.62457 -7.58687 -7.76752 0.09 0.02 -0.03
Cl -2.62404 -6.20675 -8.87884 -0.02 -0.14 0.14
Cl -1.85526 -8.97722 -8.54962 -0.11 0.16 0.10
Cl -1.72843 -7.16274 -6.29707 -0.11 -0.03 -0.11
Cl -4.29569 -7.99948 -7.33993 0.17 -0.17 -0.19
C 1.95335 -6.76216 8.73864 0.00 -0.09 0.02
Cl 2.29554 -5.85370 10.22261 -0.02 -0.08 -0.13
Cl 3.32821 -7.81316 8.35966 -0.15 0.13 0.04
Cl 0.50120 -7.74914 8.97269 0.16 0.13 -0.03
Cl 1.68859 -5.62936 7.39935 0.02 -0.09 0.11
C -1.42655 9.36331 -11.66500 0.01 0.03 -0.06
Cl 0.00672 9.11915 -10.65018 -0.15 0.10 -0.07
Cl -1.13505 8.67901 -13.27333 -0.03 0.05 0.19
Cl -2.82003 8.55607 -10.92341 0.11 0.15 -0.04
Cl -1.75793 11.09772 -11.81131 0.04 -0.19 0.02
C -9.16809 -0.14706 1.26434 -0.11 0.01 -0.02
Cl -10.31207 -0.53051 -0.03255 0.15 0.03 0.15
Cl -8.22783 1.28874 0.82010 -0.33 -0.18 -0.22
Cl -10.05711 0.17159 2.76294 0.13 -0.03 -0.16
Cl -8.06931 -1.51837 1.50878 -0.07 0.12 -0.02
```
Positions in Å, forces in eV/Å.

## Properties
Multiplicity: 1
Total charge: +1
LUMO level in hartree: -0.1630
HOMO energy in eV: -12.09
HOMO-LUMO gap in eV: 7.6